A structure of composition C4H5N3 in a non-equilibrium geometry. Source: the OMol25 dataset; level of theory: wB97M-V/def2-TZVPD.

LUMO energy ... 0.39 eV
M ... 95.105 g/mol
E ... -319.47534 hartree
Frontier orbital gap ... 9.688 eV

ORCA input file:
```
! wB97M-V def2-TZVPD RIJCOSX def2/J DEFGRID3
* xyz 0 1
N -3.4274 -1.1394 -0.1699
N -0.9514 1.7430 0.0665
N 1.4490 0.1788 0.0860
C -0.7772 0.4495 0.0657
C -2.3359 -0.7653 -0.0877
C 2.3835 -0.6615 0.1048
C -0.0984 -0.5987 -0.1986
H -1.4261 2.1925 0.8352
H 0.0166 -1.6625 -0.1011
H -0.5119 2.3076 -0.6461
H 2.2663 -1.7437 -0.0519
H 3.4129 -0.3001 0.0972
*
```

=====

A cluster of 2 separate species, C4H5N3 in total. Source: the OMol25 dataset; level of theory: wB97M-V/def2-TZVPD.

LUMO energy ... -0.08 eV
M ... 95.105 g/mol
E ... -319.55237 hartree
Frontier orbital gap ... 9.518 eV

ORCA input file:
```
! wB97M-V def2-TZVPD RIJCOSX def2/J DEFGRID3
* xyz 0 1
N 1.7088 -1.2711 -0.0353
N 2.3836 1.0206 0.1583
N -2.7790 0.3102 0.0543
C 0.0351 0.4537 -0.0913
C 1.1243 1.0793 0.0503
C 2.6311 -0.3357 0.0964
C 0.4119 -0.9087 -0.1226
H 3.6755 -0.6139 0.1648
H -0.3215 -1.7093 -0.2181
H -2.6744 0.6128 -0.9103
H -2.3961 1.0727 0.6073
H -3.7745 0.2555 0.2475
*
```

=====

An isolated molecule of C4H5N3 in a non-equilibrium geometry. Source: the OMol25 dataset; level of theory: wB97M-V/def2-TZVPD.

LUMO energy ... 0.04 eV
M ... 95.105 g/mol
E ... -319.61508 hartree
Frontier orbital gap ... 10.104 eV

ORCA input file:
```
! wB97M-V def2-TZVPD RIJCOSX def2/J DEFGRID3
* xyz 0 1
N 0.1660 1.6501 0.4598
N -1.5495 0.2346 -0.2247
N 2.4636 -0.4815 1.1521
C 0.5816 -1.1175 -0.5614
C -1.0254 1.2481 0.6057
C 1.5918 -0.6253 0.4041
C -0.7661 -0.5103 -0.8817
H 0.3351 2.4750 1.0251
H 0.1084 -1.9549 -0.0950
H -1.8005 1.7345 1.2003
H 1.1000 -1.4728 -1.4601
H -1.2050 -1.1799 -1.6242
*
```

=====

An isolated molecule of C4H5N3 in a non-equilibrium geometry. Source: the OMol25 dataset; level of theory: wB97M-V/def2-TZVPD.

LUMO energy ... 0.51 eV
M ... 95.105 g/mol
E ... -319.60304 hartree
Frontier orbital gap ... 10.579 eV

ORCA input file:
```
! wB97M-V def2-TZVPD RIJCOSX def2/J DEFGRID3
* xyz 0 1
N 1.1633 2.1361 1.1515
N -0.4935 -0.4089 -0.5802
N 2.8430 -1.2505 -1.2216
C 0.8023 -0.2698 0.0924
C 1.0644 1.0678 0.7117
C -1.5852 0.1324 0.2078
C 1.9605 -0.7607 -0.6580
H -1.4944 1.2145 0.3771
H 0.3964 -1.1497 0.6103
H -2.5118 -0.0854 -0.3210
H -0.5047 -0.2745 -1.5682
H -1.6404 -0.3513 1.1982
*
```

=====

A cluster of 2 separate species, C4H5N3 in total in a non-equilibrium geometry. Source: the OMol25 dataset; level of theory: wB97M-V/def2-TZVPD.

LUMO energy ... -0.18 eV
M ... 95.105 g/mol
E ... -319.58240 hartree
Frontier orbital gap ... 8.816 eV

ORCA input file:
```
! wB97M-V def2-TZVPD RIJCOSX def2/J DEFGRID3
* xyz 0 1
N 2.3408 3.4385 2.5286
N -3.4524 -1.5801 -3.7693
N 4.6591 1.0827 1.8037
C -3.4725 -1.3796 -2.5770
C 3.4716 1.1230 2.2318
C -3.7911 -1.3008 -1.3108
C 2.8070 2.4010 2.3825
H 5.2063 0.2367 1.9385
H 2.8677 0.3149 2.6731
H -2.6172 -1.8113 -4.2902
H -4.1827 -2.1698 -0.8111
H -3.8365 -0.3552 -0.7999
*
```

=====

An isolated molecule of C4H5N3 in a non-equilibrium geometry. Source: the OMol25 dataset; level of theory: wB97M-V/def2-TZVPD.

LUMO energy ... 0.13 eV
M ... 95.105 g/mol
E ... -319.59071 hartree
Frontier orbital gap ... 9.366 eV

ORCA input file:
```
! wB97M-V def2-TZVPD RIJCOSX def2/J DEFGRID3
* xyz 0 1
N -0.0478 -0.2499 1.2955
N 0.6740 1.4702 -0.0609
N -2.6182 -1.0317 -0.4000
C 0.3769 1.0293 1.0986
C -1.4700 -0.9314 -0.4824
C -0.0258 -0.8524 -0.4213
C 0.6335 0.3801 -1.0110
H 1.6473 0.1976 -1.4036
H -0.0225 -0.5427 2.2880
H -0.0016 0.5744 -1.8809
H 0.4742 1.7035 1.9591
H 0.3801 -1.7470 -0.9812
*
```

=====

A structure of composition C4H5N3. Source: the OMol25 dataset; level of theory: wB97M-V/def2-TZVPD.

LUMO energy ... 0.49 eV
M ... 95.105 g/mol
E ... -319.57243 hartree
Frontier orbital gap ... 8.698 eV

ORCA input file:
```
! wB97M-V def2-TZVPD RIJCOSX def2/J DEFGRID3
* xyz 0 1
N 0.6454 0.5645 -1.3375
N -0.0152 1.8036 0.6037
N -1.5466 0.2024 -0.3159
C 0.2752 -1.0291 0.2298
C -0.2048 0.7139 -0.1825
C -1.1902 -0.9753 0.0733
C 1.0347 -0.6072 -0.9616
H -0.5806 1.8500 1.4398
H 0.7287 -1.6837 0.9734
H 0.9423 2.1082 0.7111
H -1.9054 -1.7822 0.2479
H 1.8165 -1.1651 -1.4815
*
```

=====

An isolated molecule of C4H5N3 in a non-equilibrium geometry. Source: the OMol25 dataset; level of theory: wB97M-V/def2-TZVPD.

LUMO energy ... 0.61 eV
M ... 95.105 g/mol
E ... -319.63719 hartree
Frontier orbital gap ... 10.824 eV

ORCA input file:
```
! wB97M-V def2-TZVPD RIJCOSX def2/J DEFGRID3
* xyz 0 1
N 0.6733 0.3059 0.0164
N -1.1918 2.8579 1.0947
N -2.0300 -0.7260 -1.5780
C -1.4959 -0.2152 -0.6870
C -0.6915 0.3496 0.4324
C -0.9949 1.7529 0.8174
C 1.2751 -0.9945 -0.1412
H -0.8113 -0.2691 1.3383
H 0.9676 -1.5322 -1.0394
H 0.8252 0.9069 -0.7842
H 1.1014 -1.6434 0.7220
H 2.3387 -0.8020 -0.1946
*
```

=====

An isolated molecule of C4H5N3 in a non-equilibrium geometry. Source: the OMol25 dataset; level of theory: wB97M-V/def2-TZVPD.

LUMO energy ... -0.37 eV
M ... 95.105 g/mol
E ... -319.57311 hartree
Frontier orbital gap ... 8.679 eV

ORCA input file:
```
! wB97M-V def2-TZVPD RIJCOSX def2/J DEFGRID3
* xyz 0 1
N 2.0347 -1.0154 -0.1629
N -0.3532 1.4829 -0.2721
N -1.6563 1.6178 -0.1334
C 0.1917 0.3484 -0.0561
C -0.1781 -1.0532 0.2409
C 0.8677 -1.8191 0.0805
C 1.6471 0.2754 -0.0358
H 1.0207 -2.9004 0.2938
H 2.0652 1.2613 -0.2218
H -2.1833 2.4724 -0.1792
H -2.2090 0.6690 0.1424
H -1.2473 -1.3390 0.3038
*
```

=====

An isolated molecule of C4H5N3 in a non-equilibrium geometry. Source: the OMol25 dataset; level of theory: wB97M-V/def2-TZVPD.

LUMO energy ... -1.55 eV
M ... 95.105 g/mol
E ... -319.55813 hartree
Frontier orbital gap ... 8.952 eV

ORCA input file:
```
! wB97M-V def2-TZVPD RIJCOSX def2/J DEFGRID3
* xyz 0 1
N -0.3957 0.7621 -0.3706
N 1.1212 -1.0583 -0.2755
N -1.2978 -1.5264 -0.1649
C 2.1647 0.0982 0.0860
C -1.7038 0.8775 -0.0964
C -0.1250 -0.6372 -0.3031
C -2.1246 -0.4842 0.1451
H 3.0978 -0.5393 -0.0336
H -2.1876 1.7324 -0.2734
H 2.0718 0.3713 1.1676
H 2.4940 1.1467 -0.3517
H -3.1151 -0.7428 0.4705
*
```

=====

An isolated molecule of C4H5N3 in a non-equilibrium geometry. Source: the OMol25 dataset; level of theory: wB97M-V/def2-TZVPD.

LUMO energy ... -0.17 eV
M ... 95.105 g/mol
E ... -319.56022 hartree
Frontier orbital gap ... 9.817 eV

ORCA input file:
```
! wB97M-V def2-TZVPD RIJCOSX def2/J DEFGRID3
* xyz 0 1
N 3.2245 -0.7829 -0.1547
N 3.3487 0.6263 -0.0729
N 2.2762 1.1695 0.1295
C -0.0685 0.4425 -0.5365
C 1.9779 -0.9979 -0.0242
C 1.2193 0.2754 0.4059
C -1.3269 0.5796 -0.1234
H -1.3654 0.5746 0.9564
H -2.1530 0.4668 -0.8372
H 1.6258 -1.9642 -0.0285
H 0.1884 0.2121 -1.5541
H 0.9083 0.4236 1.5026
*
```

=====

An isolated molecule of C4H5N3 in a non-equilibrium geometry. Source: the OMol25 dataset; level of theory: wB97M-V/def2-TZVPD.

LUMO energy ... -0.13 eV
M ... 95.105 g/mol
E ... -319.58368 hartree
Frontier orbital gap ... 8.007 eV

ORCA input file:
```
! wB97M-V def2-TZVPD RIJCOSX def2/J DEFGRID3
* xyz 0 1
N -0.3685 -0.5126 -0.3520
N 2.8191 -1.2162 -1.3057
N 1.1236 2.1775 1.3015
C -1.5615 0.1530 0.2390
C 2.0120 -0.6830 -0.6529
C 1.0037 -0.0661 0.0964
C 1.0961 1.1553 0.7429
H -0.1372 -1.3798 0.1376
H -0.4446 -0.5524 -1.3819
H -2.4612 -0.1403 -0.3095
H -1.6392 -0.1739 1.2735
H -1.4424 1.2385 0.2110
*
```

=====

An isolated molecule of C4H5N3 in a non-equilibrium geometry. Source: the OMol25 dataset; level of theory: wB97M-V/def2-TZVPD.

LUMO energy (spin up / spin down) ... 0.83 / -3.16 eV
M ... 95.105 g/mol
E ... -319.46498 hartree
Frontier orbital gap (spin up / spin down) ... 8.476 / 8.432 eV

ORCA input file:
```
! wB97M-V def2-TZVPD RIJCOSX def2/J DEFGRID3
* xyz 0 3
N 0.7485 1.7028 1.3120
N 1.8561 1.2858 0.9680
N 0.7366 -1.6633 -2.2504
C 0.2037 -0.4725 0.0991
C 0.4809 -1.1736 -1.2221
C 0.7951 0.9449 0.0618
C -1.3071 -0.2758 0.2727
H -1.6604 0.3944 -0.5510
H 0.7979 1.3029 -0.9936
H -1.5568 0.3273 1.1473
H -1.8986 -1.3212 0.3000
H 0.8042 -1.0518 0.8561
*
```

=====

A cluster of 2 separate species, C4H5N3 in total in a non-equilibrium geometry. Source: the OMol25 dataset; level of theory: wB97M-V/def2-TZVPD.

LUMO energy (spin up / spin down) ... 0.32 / -1.62 eV
M ... 95.105 g/mol
E ... -319.52408 hartree
Frontier orbital gap (spin up / spin down) ... 8.415 / 10.078 eV

ORCA input file:
```
! wB97M-V def2-TZVPD RIJCOSX def2/J DEFGRID3
* xyz 0 3
N 1.0281 -0.6817 -1.7548
N 2.2361 1.4362 0.6547
N 1.1491 -2.7317 0.9921
C 1.2645 -0.6010 -0.4108
C -0.7360 0.2978 1.4102
C 1.8649 0.5129 0.0887
C 1.1597 -1.7230 0.4268
H 0.2900 -1.4368 -1.9941
H 0.1874 0.1913 2.0460
H -1.4227 -0.5048 1.3608
H 1.0409 0.1762 -2.3362
H -1.2032 1.3242 1.2942
*
```

=====

An isolated molecule of C4H5N3O in a non-equilibrium geometry. Source: the OMol25 dataset; level of theory: wB97M-V/def2-TZVPD.

LUMO energy ... 0.44 eV
M ... 111.104 g/mol
E ... -394.84074 hartree
Frontier orbital gap ... 9.254 eV

ORCA input file:
```
! wB97M-V def2-TZVPD RIJCOSX def2/J DEFGRID3
* xyz 0 1
O -2.4202 -1.0986 -0.0401
N 0.6541 0.4166 0.3261
N 1.9806 0.3333 -0.0260
N -0.1092 -0.7476 0.0989
C 2.5381 -0.8326 -0.2081
C -1.4567 -0.3598 -0.0818
C -0.0626 1.5146 0.0521
C -1.3306 1.1017 -0.1899
H 1.9168 -1.7222 -0.1075
H 3.6223 -0.9220 -0.3835
H -2.1201 1.7477 -0.3807
H -0.1300 -1.4579 0.8728
H 0.2652 2.5837 0.0928
*
```

=====

An isolated molecule of C4H5N3O in a non-equilibrium geometry. Source: the OMol25 dataset; level of theory: wB97M-V/def2-TZVPD.

LUMO energy ... 0.39 eV
M ... 111.104 g/mol
E ... -394.85988 hartree
Frontier orbital gap ... 8.767 eV

ORCA input file:
```
! wB97M-V def2-TZVPD RIJCOSX def2/J DEFGRID3
* xyz 0 1
O -2.3774 -1.1652 -0.0611
N -0.1469 -1.4611 -0.1537
N 2.0808 -1.5673 -0.0017
N 1.3570 0.5387 -0.0718
C 1.1101 -0.7916 -0.0732
C 0.2204 1.3584 -0.0616
C -1.1370 -0.6797 -0.1036
C -1.0868 0.7548 -0.1095
H 2.8784 -0.9816 0.1590
H -3.1143 -0.6041 0.4777
H -2.1036 1.3098 0.0967
H 2.2741 0.8194 -0.0646
H 0.0453 2.4695 -0.0327
*
```

=====

An isolated molecule of C4H5N3O in a non-equilibrium geometry. Source: the OMol25 dataset; level of theory: wB97M-V/def2-TZVPD.

LUMO energy ... 0.87 eV
M ... 111.104 g/mol
E ... -394.72756 hartree
Frontier orbital gap ... 10.402 eV

ORCA input file:
```
! wB97M-V def2-TZVPD RIJCOSX def2/J DEFGRID3
* xyz 0 1
O 2.6095 -0.0981 -0.1435
N -1.4366 -0.0715 -0.6143
N 1.9420 1.1784 -0.0352
N 1.9302 -1.0914 -0.1928
C -0.7809 1.1125 0.1537
C 0.6680 -0.7502 -0.0296
C 0.7359 0.7179 0.0895
C -0.7106 -1.0752 0.2865
H -1.1766 0.0379 -1.6208
H -0.6653 2.1046 -0.4738
H -0.8358 -1.2017 1.3559
H -1.0388 -2.1110 0.0309
H -1.2410 1.2479 1.1934
*
```

=====

An isolated molecule of C4H5N3O in a non-equilibrium geometry. Source: the OMol25 dataset; level of theory: wB97M-V/def2-TZVPD.

LUMO energy ... 0.57 eV
M ... 111.104 g/mol
E ... -394.83118 hartree
Frontier orbital gap ... 9.503 eV

ORCA input file:
```
! wB97M-V def2-TZVPD RIJCOSX def2/J DEFGRID3
* xyz 0 1
O -0.4993 1.8600 0.0124
N -0.0982 -0.5048 0.1059
N 2.0736 -0.6967 -0.0145
N -1.4067 -0.9589 0.1539
C 1.7225 0.7168 0.0033
C 0.3672 0.7938 -0.0620
C -2.3930 -0.2771 -0.1662
C 0.8798 -1.3195 -0.0653
H -0.9155 1.6620 0.8205
H -2.3532 0.6696 -0.7073
H 2.4044 1.5852 -0.2242
H -3.3323 -0.7927 0.1206
H 0.7502 -2.3651 -0.0846
*
```

=====

An isolated molecule of C4H5N3O in a non-equilibrium geometry. Source: the OMol25 dataset; level of theory: wB97M-V/def2-TZVPD.

LUMO energy ... -0.28 eV
M ... 111.104 g/mol
E ... -394.78038 hartree
Frontier orbital gap ... 9.177 eV

ORCA input file:
```
! wB97M-V def2-TZVPD RIJCOSX def2/J DEFGRID3
* xyz 0 1
O 2.5018 0.0579 0.2244
N 0.3545 -0.4421 0.0580
N 0.1731 2.1972 -0.4658
N -1.9735 -1.0128 -0.1163
C -0.7024 -1.4009 -0.3373
C -1.8079 0.4303 0.4115
C 1.6943 -0.8052 0.0468
C -0.2213 0.8440 0.1532
H -0.7402 2.6440 -0.2824
H 1.8398 -2.0059 -0.3718
H -2.4398 0.9498 -0.1738
H -0.3251 -2.3821 -0.4402
H -2.0044 0.7259 1.4964
*
```

=====

An isolated molecule of C4H5N3O in a non-equilibrium geometry. Source: the OMol25 dataset; level of theory: wB97M-V/def2-TZVPD.

LUMO energy ... 0.78 eV
M ... 111.104 g/mol
E ... -394.82340 hartree
Frontier orbital gap ... 9.722 eV

ORCA input file:
```
! wB97M-V def2-TZVPD RIJCOSX def2/J DEFGRID3
* xyz 0 1
O 0.9612 -1.3404 -0.7553
N -1.1853 -1.7909 -0.2288
N 1.7084 -0.0859 -0.9550
N -0.1465 0.3261 0.0883
C 0.9637 0.7259 -0.2889
C -0.8077 2.1110 1.4593
C -1.1007 0.9660 0.8768
C -0.2677 -0.9780 -0.3591
H 0.1645 2.5904 1.3535
H -2.0193 0.4157 0.7820
H -0.9322 -2.6231 -0.6808
H 1.3180 1.6435 -0.0093
H -1.5825 2.6027 2.1377
*
```